{
  "formula": "C5H11NO4S2",
  "method": "ωB97M-V/def2-TZVPD",
  "species": ["C", "C", "C", "C", "C", "N", "O", "O", "O", "O", "S", "S", "H", "H", "H", "H", "H", "H", "H", "H", "H", "H", "H"],
  "positions_angstrom": [[-0.524, 0.970, 0.245], [-0.027, -1.053, -1.090], [-1.873, -1.585, 1.417], [2.493, 1.216, -0.774], [0.307, -0.277, 0.129], [-0.514, 1.540, 1.432], [-1.195, 1.382, -0.663], [2.803, -1.150, 0.325], [2.146, 0.719, 1.785], [-1.334, 2.646, 1.593], [-0.080, -1.338, 1.738], [2.058, 0.041, 0.518], [-1.030, -0.714, -1.501], [0.552, -0.815, -1.934], [-0.082, -2.092, -1.014], [-2.040, -1.788, 0.426], [-2.256, -0.575, 1.423], [-2.220, -2.267, 2.247], [3.171, 1.795, -0.036], [2.889, 0.713, -1.671], [1.618, 1.837, -1.171], [0.248, 1.408, 2.248], [-1.690, 2.773, 0.666]],
  "mulliken_charge": [-0.0524, -1.8326, -0.8266, -0.9574, 0.8598, 0.1230, -0.7630, -0.6375, -0.6750, -0.4820, 0.1064, 1.2425, 0.4116, 0.4277, 0.4165, 0.3377, 0.2609, 0.3439, 0.3981, 0.3305, 0.2854, 0.2940, 0.3886],
  "lumo_energy_ha": 0.0185,
  "orbital_gap_ha": 0.346,
  "spin_multiplicity": 1
}

{
  "formula": "C8H21InO10P2",
  "method": "ωB97M-V/def2-TZVPD",
  "species": ["In", "C", "C", "O", "O", "H", "H", "H", "C", "O", "P", "O", "O", "C", "O", "C", "H", "H", "H", "H", "H", "H", "H", "H", "H", "C", "O", "P", "O", "O", "C", "O", "C", "H", "H", "H", "H", "H", "H", "H", "H", "H"],
  "positions_angstrom": [[0.173, 0.647, 2.240], [-0.114, 2.602, -2.163], [-0.080, 1.916, -0.775], [0.184, 0.696, -0.722], [-0.349, 2.625, 0.206], [-0.132, 1.979, -3.056], [0.819, 3.163, -2.260], [-0.975, 3.261, -2.251], [3.000, -3.728, 0.552], [4.009, -2.720, 0.467], [3.580, -1.199, 0.223], [2.395, -0.807, 1.022], [4.915, -0.368, 0.408], [5.366, 0.110, 1.673], [3.266, -1.128, -1.321], [4.258, -1.384, -2.315], [2.131, -3.516, -0.076], [2.669, -3.797, 1.587], [3.372, -4.686, 0.197], [4.900, -0.418, 2.504], [5.166, 1.182, 1.700], [6.446, 0.010, 1.756], [4.406, -0.442, -2.846], [3.926, -2.105, -3.061], [5.178, -1.752, -1.864], [-3.738, 3.200, 0.029], [-3.944, 1.887, -0.509], [-3.863, 0.646, 0.476], [-2.518, 0.519, 1.136], [-4.303, -0.608, -0.390], [-3.260, -1.337, -1.080], [-5.065, 0.886, 1.471], [-5.380, -0.158, 2.395], [-2.929, 3.711, -0.493], [-3.590, 3.238, 1.105], [-4.620, 3.778, -0.253], [-3.394, -1.215, -2.153], [-3.425, -2.350, -0.719], [-2.234, -1.022, -0.887], [-6.298, -0.677, 2.136], [-5.367, 0.259, 3.402], [-4.581, -0.899, 2.508]],
  "mulliken_charge": [1.4182, -1.0303, 1.1175, -0.3692, -0.4173, 0.3633, 0.3667, 0.3206, -0.6427, -0.2808, 0.6556, -0.3826, -0.2915, -0.6680, -0.2603, -0.6872, 0.2935, 0.2690, 0.2830, 0.3233, 0.2599, 0.2767, 0.2718, 0.2713, 0.3274, -0.6047, -0.3303, 0.8335, -0.2737, -0.3359, -0.4594, -0.3054, -0.7398, 0.1447, 0.3380, 0.3187, 0.2764, 0.2810, 0.1456, 0.2961, 0.3054, 0.3221],
  "lumo_energy_ha": -0.4857,
  "orbital_gap_ha": 0.110,
  "charge": 2,
  "spin_multiplicity": 1
}

{
  "formula": "C19H17ClF3N5O3S",
  "method": "ωB97M-V/def2-TZVPD",
  "species": ["C", "H", "H", "H", "C", "N", "C", "N", "N", "C", "C", "N", "C", "O", "C", "C", "C", "C", "O", "H", "H", "H", "H", "H", "H", "S", "C", "C", "O", "N", "C", "C", "C", "C", "C", "C", "Cl", "H", "H", "C", "F", "F", "F", "H", "H", "H", "H", "H", "H"],
  "positions_angstrom": [[5.328, 1.706, 0.458], [5.291, 2.483, 1.219], [5.436, 2.177, -0.517], [6.197, 1.081, 0.641], [4.067, 0.849, 0.498], [2.890, 1.647, 0.264], [2.306, 1.918, -0.938], [1.269, 2.701, -0.791], [1.157, 2.965, 0.516], [2.118, 2.351, 1.149], [2.251, 2.311, 2.633], [1.336, 1.329, 3.180], [1.695, 0.030, 3.320], [2.837, -0.368, 3.162], [0.593, -0.864, 3.695], [0.607, -2.212, 3.947], [-0.731, -2.576, 4.210], [-1.460, -1.429, 4.098], [-0.674, -0.390, 3.787], [-2.508, -1.232, 4.210], [-1.100, -3.552, 4.449], [1.471, -2.844, 3.939], [0.356, 1.567, 3.189], [2.003, 3.291, 3.044], [3.262, 2.021, 2.927], [2.839, 1.220, -2.445], [1.405, 1.668, -3.460], [0.106, 0.909, -3.207], [-0.840, 1.077, -3.936], [0.129, 0.081, -2.128], [-0.922, -0.581, -1.519], [-2.195, -0.664, -2.076], [-3.199, -1.343, -1.403], [-2.967, -1.945, -0.174], [-1.704, -1.868, 0.386], [-0.696, -1.194, -0.277], [0.878, -1.101, 0.455], [-1.503, -2.332, 1.339], [-3.757, -2.471, 0.336], [-4.574, -1.394, -2.013], [-5.302, -2.427, -1.560], [-4.548, -1.503, -3.347], [-5.288, -0.287, -1.735], [-2.384, -0.193, -3.028], [1.005, 0.008, -1.619], [1.204, 2.727, -3.290], [1.704, 1.525, -4.498], [4.109, 0.089, -0.287], [3.960, 0.350, 1.465]],
  "mulliken_charge": [-1.2660, 0.2908, 0.3157, 0.4365, -0.6040, 0.6682, 0.0224, -0.1722, -0.8988, 0.8438, -1.1471, -0.0629, -0.1307, -0.7387, 0.7348, -0.2809, -0.4996, -0.5163, -0.3912, 0.5050, 0.4852, 0.5403, 0.3096, 0.3795, 0.3899, -0.2234, -0.7681, 0.7500, -0.6364, -0.0001, 0.4779, -0.7377, -0.2627, -1.1744, -0.4108, 0.5752, -0.1786, 0.5213, 0.4559, 1.0209, -0.2805, -0.2639, -0.2552, 0.6849, -0.1131, 0.3296, 0.5330, 0.5236, 0.2190],
  "lumo_energy_ha": 0.0138,
  "orbital_gap_ha": 0.335,
  "spin_multiplicity": 1
}

{
  "formula": "C2H2N6O6",
  "method": "ωB97M-V/def2-TZVPD",
  "species": ["C", "C", "N", "N", "N", "N", "N", "N", "O", "O", "O", "O", "O", "O", "H", "H"],
  "positions_angstrom": [[0.419, -1.451, 0.418], [0.370, 0.742, 0.150], [1.246, -0.270, 0.270], [-0.863, -1.067, 0.584], [-0.898, 0.259, 0.446], [2.559, -0.209, -0.045], [0.582, 2.129, 0.030], [-2.879, -0.747, -0.357], [-2.074, 0.776, 0.075], [1.645, 2.366, -0.566], [-2.567, -0.971, -1.444], [0.780, -2.616, 0.352], [-0.238, 2.950, 0.439], [-3.533, -0.973, 0.552], [2.646, 0.279, -0.893], [2.806, -1.198, -0.013]],
  "mulliken_charge": [0.3306, 0.3132, 0.4759, -0.8141, 0.9351, -0.8665, 0.9422, 1.1382, -0.5145, -0.5842, -0.3809, -0.6417, -0.5141, -0.3536, 0.2336, 0.3008],
  "lumo_energy_ha": [-0.0653, -0.0653],
  "orbital_gap_ha": [0.258, 0.258],
  "spin_multiplicity": 1
}

{
  "formula": "C35H22F9N5NiO4P",
  "method": "ωB97M-V/def2-TZVPD",
  "species": ["Ni", "N", "C", "N", "C", "N", "C", "C", "N", "C", "C", "N", "H", "H", "H", "H", "H", "O", "C", "O", "C", "C", "C", "C", "O", "C", "O", "C", "C", "H", "H", "H", "H", "H", "F", "C", "F", "F", "C", "C", "C", "C", "C", "C", "P", "C", "C", "C", "C", "C", "C", "C", "F", "F", "F", "C", "C", "C", "C", "C", "C", "C", "F", "F", "F", "H", "H", "H", "H", "H", "H", "H", "H", "H", "H", "H", "H"],
  "positions_angstrom": [[0.480, 0.134, 1.277], [0.781, 0.319, 5.420], [0.299, -0.451, 4.453], [0.075, 0.256, 3.372], [0.543, 1.530, 3.727], [0.974, 1.609, 4.974], [0.722, 2.527, 2.727], [1.217, 3.771, 3.046], [1.399, 4.712, 2.126], [1.065, 4.410, 0.869], [0.565, 3.167, 0.530], [0.383, 2.213, 1.459], [1.047, 0.027, 6.384], [0.145, -1.535, 4.532], [1.479, 4.023, 4.064], [1.270, 5.187, 0.150], [0.276, 2.910, -0.484], [2.522, 0.414, 1.927], [2.952, -0.091, 0.839], [2.163, -0.481, -0.087], [4.447, -0.179, 0.670], [5.249, 0.593, 1.545], [6.654, 0.517, 1.490], [7.197, -0.383, 0.572], [8.519, -0.625, 0.343], [8.537, -1.646, -0.702], [7.159, -1.925, -1.036], [6.373, -1.158, -0.258], [5.004, -1.057, -0.282], [4.761, 1.216, 2.287], [7.295, 1.117, 2.130], [8.973, -2.555, -0.258], [9.012, -1.219, -1.577], [4.393, -1.588, -1.014], [-7.474, -1.077, 1.922], [-6.819, 0.098, 1.654], [-7.567, 0.701, 0.672], [-6.971, 0.883, 2.768], [-5.372, -0.062, 1.261], [-5.108, -0.590, -0.005], [-3.796, -0.679, -0.399], [-2.747, -0.289, 0.436], [-3.047, 0.173, 1.703], [-4.344, 0.308, 2.150], [-1.058, -0.280, -0.234], [-0.978, -1.953, -0.930], [-1.125, -3.016, -0.022], [-1.391, -4.308, -0.428], [-1.534, -4.548, -1.809], [-1.292, -3.548, -2.743], [-1.049, -2.255, -2.307], [-1.913, -5.957, -2.277], [-1.801, -6.888, -1.289], [-3.213, -6.026, -2.718], [-1.170, -6.403, -3.335], [-1.248, 0.993, -1.547], [-2.315, 1.904, -1.554], [-2.577, 2.703, -2.653], [-1.703, 2.664, -3.733], [-0.553, 1.847, -3.716], [-0.339, 1.032, -2.613], [-2.037, 3.566, -4.904], [-3.025, 3.093, -5.720], [-0.955, 3.799, -5.706], [-2.511, 4.796, -4.511], [-5.935, -0.877, -0.640], [-3.560, -0.978, -1.414], [-2.234, 0.430, 2.372], [-4.579, 0.673, 3.150], [-1.049, -2.827, 1.044], [-1.452, -5.129, 0.277], [-1.342, -3.798, -3.789], [-0.941, -1.481, -3.024], [-2.997, 1.975, -0.718], [-3.453, 3.330, -2.728], [0.106, 1.832, -4.576], [0.540, 0.410, -2.583]],
  "mulliken_charge": [-0.2746, -0.0045, -0.2413, -0.0517, 0.5493, -0.6827, 0.3150, -0.5055, -0.5519, -0.5366, -0.0930, 0.5432, 0.2433, 0.5017, 0.5070, 0.4391, 0.2915, -0.5506, 0.5721, -0.5471, 0.1505, -0.5522, -0.9278, 0.8159, -0.4883, -0.2066, -0.4980, 0.9568, -1.0659, 0.4287, 0.4228, 0.2575, 0.2650, 0.4583, -0.2429, 0.7292, -0.2548, -0.2747, 0.3798, -1.2209, -0.2350, -0.3426, -0.4897, -1.0341, 2.8777, 0.7431, -0.9069, -0.9683, 0.0786, -1.0873, -0.1574, 0.8256, -0.2680, -0.2485, -0.2536, -0.1489, 0.0685, -1.1547, 0.3061, -0.9635, -0.4079, 0.6984, -0.2402, -0.2656, -0.2572, 0.4564, 0.5294, 0.1827, 0.4876, 0.3731, 0.4821, 0.4574, 0.5684, 0.6222, 0.4889, 0.4812, 0.6467],
  "lumo_energy_ha": [-0.1358, -0.1448],
  "orbital_gap_ha": [0.238, 0.229],
  "charge": 1,
  "spin_multiplicity": 3
}

{
  "formula": "C2H12O5",
  "method": "ωB97M-V/def2-TZVPD",
  "species": ["O", "C", "C", "H", "H", "H", "H", "H", "H", "O", "H", "H", "O", "H", "H", "O", "H", "H", "O"],
  "positions_angstrom": [[-0.946, -1.604, 0.445], [-0.816, -0.816, 1.404], [0.247, 0.258, 1.679], [-1.556, -0.871, 2.189], [1.105, 0.271, 0.926], [-0.231, 1.327, 1.704], [0.664, -0.050, 2.716], [-1.962, 1.294, -0.164], [-3.260, 1.639, -0.529], [-2.865, 1.153, 0.227], [1.216, -2.802, -1.646], [0.677, -2.237, -0.315], [1.494, -2.238, -0.888], [2.861, 0.235, -1.008], [1.863, -0.892, -1.471], [1.976, 0.170, -1.417], [0.449, 1.192, -1.208], [-0.454, 2.361, -1.628], [-0.461, 1.608, -1.018]],
  "mulliken_charge": [-0.5946, 0.1923, -0.6652, 0.3492, 0.1147, 0.2839, 0.3386, 0.3525, 0.3038, -0.6038, 0.3394, 0.3815, -0.6729, 0.2862, 0.4118, -0.7948, 0.3352, 0.2800, -0.6378],
  "lumo_energy_ha": 0.0231,
  "orbital_gap_ha": 0.397,
  "spin_multiplicity": 1
}

Record-wise max |F| values, in hartree/bohr: 0.0741 0.0774 0.0262 0.0740 0.0510 0.0589
Record-wise E values, in a.u.: -1349.09085 -1942.06923 -2391.77631 -856.98408 -4670.04177 -459.57122